[1]
Molecular formula: C48H55N4O6S2Sb2ScSe2
Method: DFT, the ωB97M-V functional and the def2-TZVPD basis

```
120
Properties=species:S:1:pos:R:3:forces:R:3
Sc 0.58257 -0.70176 0.52434 1.2 0.1 0.4
O 5.61557 -3.54019 -1.95500 0.3 0.1 -0.5
C 5.14893 -3.71531 -0.63159 -0.3 -0.2 0.4
C 3.87505 -2.88472 -0.32846 0.1 -0.1 -0.2
C 2.75433 -3.37972 -1.24789 0.3 0.0 0.0
O 1.55888 -2.69296 -0.99330 -0.5 -0.5 -0.7
C 4.23428 -1.42586 -0.60404 -0.4 0.4 -0.1
Se 2.82424 -0.04279 -0.89354 0.3 0.3 0.1
C 3.58190 -3.19949 1.13861 -0.5 0.2 0.3
Se 1.78094 -2.83210 1.90889 0.2 0.2 0.1
H 6.56429 -3.69661 -1.97492 -0.2 0.0 0.0
H 5.92363 -3.42466 0.08984 0.0 0.0 0.0
H 4.92241 -4.78143 -0.47160 0.0 0.1 0.1
H 2.62622 -4.45809 -1.06909 0.0 0.0 -0.1
H 3.06947 -3.22687 -2.29154 0.0 -0.1 0.1
H 0.80096 -3.21074 -1.36300 0.5 0.3 0.3
H 4.79989 -1.38548 -1.53667 0.0 0.0 0.2
H 4.85986 -1.04117 0.20618 0.0 -0.1 0.0
H 4.29853 -2.66991 1.77203 0.1 0.0 -0.1
H 3.72602 -4.27098 1.29999 0.0 0.0 0.0
C 3.16984 0.32048 2.75044 0.3 -0.1 -0.3
N 1.87086 0.60733 2.16844 -0.8 0.5 0.1
C 1.32989 1.73311 2.50782 0.6 -0.6 0.2
C 0.11793 2.16612 1.94006 -0.7 0.4 -0.2
C -0.70502 3.24172 2.31627 0.7 -0.4 0.2
C -1.78884 3.20752 1.46181 -0.3 0.1 -0.4
C -1.57105 2.13306 0.59634 -0.2 0.1 -0.3
N -0.42843 1.49073 0.86764 0.5 -0.5 0.3
C 3.15685 0.10336 4.23917 0.0 0.0 0.0
C 2.08541 -0.55533 4.82966 -0.1 0.0 0.0
C 2.08172 -0.81821 6.18659 -0.1 0.0 0.0
C 3.14897 -0.42241 6.97763 0.0 -0.1 0.1
C 4.22260 0.23198 6.39722 0.1 0.0 0.2
C 4.22647 0.49282 5.03752 -0.1 0.0 -0.2
H 3.88098 1.11848 2.49386 0.0 -0.1 0.0
H 3.53192 -0.60115 2.28398 0.0 0.1 0.0
H 1.80179 2.39554 3.25021 0.0 -0.2 -0.1
H -0.53289 3.91676 3.13564 0.1 0.1 0.1
H -2.64350 3.86294 1.46044 -0.1 0.0 0.0
H -2.22670 1.81752 -0.20339 0.1 -0.1 0.1
H 1.26357 -0.87992 4.20817 0.0 0.0 0.0
H 1.24206 -1.34163 6.62266 -0.1 0.0 0.0
H 3.14771 -0.63374 8.04019 0.0 0.0 0.0
H 5.06428 0.53524 7.00861 0.0 0.0 0.0
H 5.07382 0.99928 4.59133 0.0 0.0 -0.1
C -4.92104 -1.44046 -1.14712 0.3 0.2 0.2
Sb -3.64894 -0.62587 0.49552 -1.6 -0.2 -0.5
C -4.02314 -2.37224 1.74209 0.2 0.2 -0.1
C -5.37999 0.47042 1.25640 0.4 -0.1 -0.1
H -5.89643 -1.77146 -0.80141 -0.1 -0.1 0.2
H -4.43333 -2.26030 -1.66757 0.1 -0.1 0.0
H -5.07018 -0.63030 -1.85530 0.0 0.2 -0.2
H -4.30871 -2.00740 2.72352 -0.1 0.0 0.2
H -3.11032 -2.95427 1.83390 0.1 -0.2 0.0
H -4.82009 -2.99304 1.33859 0.0 0.0 -0.1
H -6.01109 -0.16687 1.86354 -0.1 -0.2 0.1
H -5.94999 0.87124 0.42514 -0.1 0.1 -0.2
H -5.01762 1.28022 1.87615 0.0 0.2 0.1
C -2.27554 -0.46341 -5.04175 0.0 0.1 -0.1
C -3.00203 0.62762 -4.31594 0.1 -0.1 -0.2
C -4.34362 0.84906 -4.61315 -0.1 0.0 -0.1
C -5.07920 1.82458 -3.96795 -0.1 0.0 -0.1
C -4.45932 2.61880 -3.02273 -0.1 0.1 0.1
C -3.12015 2.42152 -2.74366 0.0 0.1 0.1
C -2.36696 1.43578 -3.37383 0.5 -0.1 0.5
Sb -0.35185 1.24445 -2.45036 0.1 0.4 -1.1
C 0.77228 0.18352 -4.02707 -0.2 0.3 0.5
C 0.63153 -1.19250 -3.90574 -0.1 0.0 0.1
C 1.28874 -2.07161 -4.74413 0.0 -0.1 0.0
C 2.13494 -1.57156 -5.71575 0.0 -0.1 -0.1
C 2.32866 -0.20564 -5.80841 0.1 0.0 -0.1
C 1.66820 0.68487 -4.96832 -0.1 0.1 -0.1
C 1.95135 2.15171 -5.07884 0.0 -0.1 -0.1
C 0.06922 3.38091 -2.88505 -0.2 -0.5 0.3
C -0.70944 4.11189 -3.76851 -0.1 -0.1 -0.1
C -0.57404 5.48478 -3.89052 -0.1 0.1 -0.1
C 0.35636 6.15105 -3.11568 0.1 0.1 0.0
C 1.14991 5.43260 -2.24003 0.0 0.1 0.0
C 1.01447 4.05584 -2.10797 0.0 0.0 0.1
C 1.87597 3.33050 -1.12875 0.1 -0.2 0.0
H -2.85991 -0.82187 -5.88796 0.0 -0.1 0.0
H -2.09098 -1.30422 -4.37485 0.1 -0.1 0.0
H -1.31329 -0.10608 -5.40128 0.0 -0.1 0.0
H -4.82790 0.24030 -5.36751 0.0 -0.1 0.0
H -6.12629 1.96409 -4.20467 0.0 0.0 0.0
H -5.01627 3.38696 -2.50564 0.0 0.1 0.1
H -2.63976 3.07021 -2.02484 0.0 0.1 0.2
H -0.00336 -1.58844 -3.12744 0.1 -0.1 0.0
H 1.14269 -3.13652 -4.62788 0.0 -0.1 0.0
H 2.65420 -2.24220 -6.38812 0.1 0.0 0.0
H 3.02009 0.18297 -6.54661 0.0 0.1 0.0
H 2.69158 2.34498 -5.85353 0.1 0.0 -0.1
H 2.33687 2.51823 -4.12909 0.0 0.2 0.0
H 1.04337 2.70778 -5.30686 0.0 0.1 0.0
H -1.45156 3.59831 -4.36255 -0.1 0.0 -0.1
H -1.21083 6.03347 -4.57353 0.0 0.0 -0.1
H 0.46093 7.22596 -3.18575 0.0 0.1 0.0
H 1.88039 5.94955 -1.62925 0.0 0.0 0.0
H 2.53425 4.01418 -0.59529 0.1 0.0 0.0
H 2.48990 2.57738 -1.62712 0.1 0.0 0.1
H 1.26780 2.79993 -0.39488 0.0 0.0 0.1
O -0.74921 -3.79069 -1.82474 -1.1 0.5 0.1
S -1.60007 -2.62928 -1.37656 1.8 -0.2 -0.2
N -0.85983 -1.43953 -0.90530 -1.1 -0.7 -0.1
O -2.74736 1.51123 5.02904 0.3 -0.2 -0.2
S -3.09759 0.30422 4.32153 -0.4 0.2 0.9
O -4.51735 0.08207 4.17110 0.2 -0.2 -0.1
N -2.30659 0.13935 2.91451 -0.5 0.6 0.4
C -1.52377 -0.90571 2.92059 0.3 -0.2 0.1
O -0.84710 -1.29356 1.94014 0.2 0.0 0.2
C -1.52613 -1.68696 4.19545 0.1 -0.4 0.3
C -0.83780 -2.85489 4.48290 0.0 0.2 -0.2
C -1.03279 -3.43116 5.72973 0.1 -0.1 0.0
C -1.88284 -2.85589 6.66411 -0.1 0.1 0.0
C -2.57026 -1.68541 6.36802 -0.2 0.1 0.2
C -2.37352 -1.12576 5.13038 0.1 0.3 -0.7
H -0.16327 -3.28427 3.75477 0.0 -0.1 -0.1
H -0.51796 -4.34690 5.97723 0.1 -0.1 0.0
H -2.01940 -3.32059 7.63043 0.0 -0.1 0.1
H -3.24590 -1.22638 7.07445 0.0 0.0 0.1
```
Forces are in eV/Å.

## Properties
Total charge: -2
Relative energy (zero: lowest compared OMol25 entry of this formula, charge and spin) in kJ/mol: 218.1
F_max in hartree/bohr: 0.0351
Lowest unoccupied orbital energy in eV: 3.95

[2]
Molecular formula: C5H8AsF6KN2O2
Method: DFT, the ωB97M-V functional and the def2-TZVPD basis

```
25
Properties=species:S:1:pos:R:3:forces:R:3
K 1.31941 1.03551 0.89369 -0.3 -0.5 -0.1
As -1.35636 -1.38248 -1.37527 -0.3 -0.1 0.1
F -1.20667 -0.09790 -2.54263 0.0 0.3 -0.2
F -0.32411 -2.35258 -2.33375 0.2 -0.3 -0.3
F -1.43616 -2.62482 -0.17012 0.0 0.0 0.1
F -2.29066 -0.31753 -0.37259 -0.1 0.1 0.1
F -2.76250 -1.96321 -2.16516 -0.1 0.0 0.0
F 0.07808 -0.74755 -0.56908 0.5 0.3 0.3
C 1.61998 -3.76595 1.79896 0.1 -0.3 0.0
N 2.38601 -2.60039 2.31886 -0.2 0.0 -0.1
O 3.32334 -2.77972 3.05748 -0.2 0.0 -0.1
O 2.00682 -1.50898 1.91555 0.2 0.2 0.2
H 0.56796 -3.50591 1.81171 0.0 0.1 -0.1
H 1.84082 -4.64237 2.39733 0.1 0.1 0.1
H 1.97264 -3.92209 0.78178 -0.2 0.1 -0.1
N -1.07556 2.51880 -1.37394 0.0 0.0 -0.1
C -1.69336 2.98607 -0.26153 -0.1 0.2 0.4
C -0.77184 3.67165 0.49496 -0.1 -0.1 -0.1
C 0.45658 3.60283 -0.21307 0.4 0.4 0.0
C 0.23757 2.89329 -1.36941 -0.1 -0.3 0.1
H -1.50152 1.86539 -2.01576 0.2 -0.1 -0.1
H -2.74116 2.82715 -0.07552 0.0 -0.2 -0.1
H -0.96601 4.18333 1.42191 0.0 0.0 0.0
H 1.39191 4.06348 0.07538 0.0 0.0 -0.1
H 0.92479 2.56397 -2.12979 -0.1 0.1 -0.2
```
Forces are in eV/Å.

## Properties
F_max in hartree/bohr: 0.0128
Lowest unoccupied orbital energy in eV: -0.57

[3]
Molecular formula: C30H33BF14N4O22PS
Method: DFT, the ωB97M-V functional and the def2-TZVPD basis

```
106
Properties=species:S:1:pos:R:3:forces:R:3
C -1.46437 -3.89635 1.49254 -1.4 0.5 -0.3
C -1.43924 -3.44775 -0.01803 1.9 -1.5 0.7
N -0.50079 -3.99223 -0.71192 -0.9 1.0 -0.1
C -2.43709 -2.51586 -0.75277 0.4 -0.4 -0.4
C -2.38627 -0.94356 -0.47335 -0.5 -0.6 0.6
C -2.29326 -0.75761 1.08151 0.1 0.8 0.4
B -3.52383 -1.30704 1.96941 -0.6 0.2 1.3
O -4.62269 -2.08534 1.53628 0.6 1.0 -0.1
O -3.51894 -0.93909 3.32855 -0.4 -1.0 -1.7
C -1.20428 -0.35402 -1.34437 0.1 -1.1 -0.9
N 0.11170 -1.05178 -1.15522 -0.2 0.7 -0.5
C 0.43423 -1.57310 -2.23772 -1.6 0.7 2.0
O 0.51466 -2.05248 -3.26837 0.9 -0.6 -1.1
C -1.00517 1.24493 -1.38705 0.5 -1.5 -0.3
O -0.79548 1.49123 -2.77410 0.8 1.4 0.0
C -0.29384 2.69168 -3.12793 -1.2 -2.1 1.2
N 0.08009 3.74787 -3.32717 0.5 1.0 -0.5
C 0.14472 1.74915 -0.42957 0.1 0.9 2.4
F -0.03243 3.07842 -0.04508 -0.3 -1.6 -1.1
F 0.04835 1.09487 0.80451 -0.3 0.2 -1.9
C 1.65675 1.61859 -0.87483 2.0 1.5 -1.0
F 1.92093 0.97736 -2.06125 -1.0 0.2 1.2
F 2.11304 2.91832 -1.09957 -0.7 -1.7 0.5
C 2.64786 1.01996 0.20185 1.3 -0.7 0.6
F 2.39027 -0.31363 0.47671 -0.3 2.0 -0.2
F 2.68669 1.77368 1.35702 -0.8 -1.0 -1.6
C 4.18202 0.97914 -0.26732 1.3 -0.7 1.7
F 4.83713 0.49058 0.86366 -0.8 0.6 -1.3
F 4.42546 0.05851 -1.22997 -0.5 1.7 0.6
F 4.72548 2.19166 -0.48857 -0.9 -1.5 -0.5
N -2.35425 1.79416 -1.04399 -1.5 0.4 1.3
O -2.53511 3.15363 -1.26223 0.7 1.4 -0.7
C -3.45061 1.11507 -1.81186 -2.2 -1.3 0.1
C -3.73848 -0.31910 -1.13165 1.7 0.3 0.0
P -4.53663 -1.29117 -2.51170 -3.7 1.2 -2.2
O -5.47914 -2.58774 -1.98277 2.8 0.7 -0.7
O -3.51100 -1.68591 -3.78037 -0.8 -1.3 2.6
S -5.85652 -0.07473 -3.29063 0.7 -0.2 0.6
H -2.53713 -3.98317 1.83515 1.1 0.3 0.0
H -0.90304 -3.17502 2.13597 -0.6 -0.6 -0.5
H -1.01049 -4.91250 1.64066 -0.3 1.1 -0.4
H 0.08333 -4.58947 -0.11461 -0.3 0.1 -0.3
H -3.45799 -2.95241 -0.54263 0.9 0.8 -0.2
H -2.17552 -2.62897 -1.85001 -0.4 -0.2 1.2
H -2.19103 0.32349 1.42750 -0.1 -1.0 -0.5
H -1.36415 -1.24047 1.50938 -0.9 0.5 -0.7
H -5.23404 -1.60946 0.95030 0.2 -0.6 0.1
H -4.31122 -1.36325 3.72078 0.5 0.4 0.0
H -1.50266 -0.66496 -2.39716 -0.2 1.1 1.0
H -2.59061 1.68155 -0.03842 0.7 -0.8 -0.4
H -2.92946 3.58856 -0.47583 0.4 -0.4 -0.2
H -4.36972 1.74552 -1.65745 1.1 -0.6 -0.2
H -3.30776 1.06102 -2.91654 0.5 0.3 1.0
H -4.54427 -0.10227 -0.38858 0.6 -0.6 -0.5
H -5.15711 -3.42911 -2.36428 -0.3 0.1 0.5
H -3.60247 -2.66037 -3.88780 0.6 0.6 -0.4
C 0.12947 -2.48746 6.69828 0.3 -0.1 0.8
C -0.92009 -1.88298 5.81273 0.1 0.5 -0.1
O -0.66140 -2.48112 4.55837 -0.1 -0.4 0.4
C -0.11514 -3.70479 4.83622 0.5 -0.9 -0.2
O -0.01830 -4.58464 4.04374 0.0 0.3 0.2
O 0.29434 -3.78520 6.12808 -0.4 0.3 -0.6
F -0.75162 -0.54247 5.69670 -0.2 0.1 -0.1
H 1.07820 -1.94759 6.65287 -0.1 0.1 -0.1
H -0.18780 -2.55233 7.73815 0.0 -0.2 -0.1
H -1.94658 -2.09976 6.11767 0.0 0.2 -0.1
C 4.65889 -2.28248 2.32006 0.5 0.5 -0.4
C 4.29688 -2.73978 3.70275 -0.4 0.1 0.2
O 3.59089 -3.94024 3.46670 0.6 0.2 -0.2
C 4.10329 -4.45122 2.30588 -0.1 -0.9 -0.5
O 3.94478 -5.56754 1.93970 0.0 0.4 0.1
O 4.82429 -3.51472 1.62611 -0.3 -0.2 0.5
F 3.46012 -1.85620 4.30883 -0.1 0.0 0.2
H 3.86244 -1.70471 1.84751 -0.1 0.0 0.3
H 5.57638 -1.69552 2.30145 0.0 -0.2 -0.1
H 5.15381 -2.93865 4.35081 -0.1 0.1 0.1
C 0.03993 6.51794 -5.65706 0.0 -0.8 0.3
C 0.36624 7.93545 -5.28853 0.6 0.3 -0.2
O -0.13923 8.67361 -6.38269 -0.4 -0.5 0.4
C -1.18693 7.94493 -6.87133 -0.6 0.3 -0.8
O -2.01092 8.37010 -7.61032 0.3 -0.2 0.2
O -1.16918 6.66663 -6.39474 0.1 0.5 0.0
F 1.70572 8.12660 -5.21737 0.0 0.1 0.1
H 0.80193 6.06480 -6.29584 0.1 0.2 0.0
H -0.10865 5.88362 -4.78444 -0.2 0.0 -0.1
H -0.10414 8.28088 -4.36420 0.2 0.1 0.0
C 1.56487 3.05838 6.74423 0.7 0.3 -0.2
C 0.61804 1.89522 6.70744 0.0 -0.3 0.5
O -0.54539 2.40780 7.32246 0.3 0.3 -0.5
C -0.54241 3.74944 7.06037 -0.6 0.8 0.2
O -1.48605 4.45703 7.18577 0.3 -0.3 0.0
O 0.68035 4.16929 6.62814 -0.4 -0.4 0.1
F 1.08452 0.86234 7.45407 0.0 -0.2 -0.1
H 2.11161 3.12451 7.68775 -0.1 -0.2 0.0
H 2.28188 3.04016 5.92407 -0.1 0.2 0.0
H 0.37577 1.54328 5.70247 0.1 -0.2 0.1
C 3.09870 -2.08918 -5.22730 0.1 -0.1 0.8
C 2.21744 -1.92642 -6.43026 0.1 0.5 -0.4
O 3.08058 -2.23866 -7.50239 -0.2 -0.4 0.6
C 3.99599 -3.12217 -6.99850 0.8 -0.6 -0.5
O 4.70572 -3.79994 -7.66150 -0.2 0.3 0.2
O 3.98118 -3.12818 -5.63420 -0.3 0.2 -0.4
F 1.80464 -0.63959 -6.56479 -0.2 0.0 0.0
H 3.67679 -1.18802 -5.00554 -0.1 0.1 -0.2
H 2.54151 -2.37544 -4.33884 0.2 -0.2 -0.1
H 1.35208 -2.59411 -6.44861 -0.1 0.2 0.0
```
Forces are in eV/Å.

## Properties
Total charge: +1
F_max in hartree/bohr: 0.0872
Lowest unoccupied orbital energy in eV: -4.14